15
Properties=species:S:1:pos:R:3:forces:R:3:lowdin_charge:R:1 method="wB97M-V/def2-TZVPD" e_lumo_ev="-0.63 / -0.49" total_energy_ha=-3184.0087 homo_energy_ha="-0.3104 / -0.3064" gap_ev="7.8 / 7.8"
H 3.547602 -1.611918 0.002883 3.1 2.7 -1.2 -0.05
N 2.917376 -2.197741 0.370143 -4.5 -1.8 3.8 -0.45
H -0.164110 1.714034 0.682008 -1.0 -0.8 0.2 0.10
H -2.579388 2.182360 0.269703 -0.4 0.3 0.9 0.06
C -0.293212 -0.285781 -0.149725 1.6 2.9 -0.8 -0.31
H -3.046255 0.554788 -0.186095 1.5 0.5 0.1 0.11
C 0.727906 -0.143352 -0.971655 -0.4 -2.8 0.7 -0.72
C -2.167639 1.278653 -0.150489 -2.0 0.5 0.6 -0.13
C -0.912380 0.878178 0.579036 0.3 -1.1 0.2 -0.28
H -1.999052 1.679068 -1.119555 0.6 -0.4 -1.3 0.06
H -0.732744 -1.190905 0.038742 -0.8 -2.3 0.2 0.05
H -1.161903 0.349249 1.529294 0.1 1.3 -0.1 0.12
S 1.763190 -2.636139 -0.711581 -0.6 0.8 -1.1 0.61
H 2.417407 -1.873774 1.274931 1.8 -0.5 -1.9 0.08
Br 1.683202 1.303287 -1.457643 0.7 0.7 -0.3 0.75

***

74
Properties=species:S:1:pos:R:3:forces:R:3:lowdin_charge:R:1 method="wB97M-V/def2-TZVPD" e_lumo_ev=-5.53 charge=+1 total_energy_ha=-5628.5454 homo_energy_ha=-0.4112 gap_ev=5.7
C -3.688903 2.964136 -4.319626 0.0 0.0 0.0 -0.06
C -2.021567 -3.326087 1.147551 -0.1 0.0 -0.1 0.02
S 2.042369 1.909775 -0.103151 -0.1 0.0 0.0 0.17
H -4.185028 -2.107529 -1.115105 0.0 0.0 0.0 0.13
C 1.225855 -4.287965 -1.660136 -0.2 -0.1 0.1 -0.34
H -3.046762 -0.107348 5.895734 0.0 0.0 0.0 0.11
C -1.265977 -1.250404 5.551663 0.0 0.0 0.0 -0.05
N -1.055206 -1.511522 -0.075694 0.0 0.2 0.0 0.09
H 4.521614 0.352577 4.426947 0.0 0.0 0.0 0.11
H -1.164562 2.973174 0.207454 0.0 0.0 0.0 0.11
C -2.198938 1.980720 -2.703736 -0.3 -0.1 0.1 -0.15
C -3.213770 -3.198336 0.460442 0.1 0.1 0.0 0.01
C -1.365370 3.554101 -4.314255 0.0 0.0 0.0 -0.06
C -3.474281 2.118572 -3.245765 0.0 0.0 0.0 -0.02
H -1.895748 -4.082704 1.906500 0.0 0.0 0.0 0.13
H 2.403904 -3.758332 2.688733 0.0 0.0 0.0 0.12
S 5.206111 2.377718 1.284545 0.1 0.1 0.1 0.08
C -0.962372 -2.485117 0.853034 0.2 -0.2 0.2 -0.23
C -3.290932 -2.230544 -0.522025 0.1 0.0 0.0 0.00
H 1.134716 -2.969645 0.873902 0.0 0.0 0.0 0.12
C 0.341474 -2.713420 1.579805 -0.2 -0.1 0.3 -0.04
H -1.629440 -0.658849 -2.703820 0.0 0.0 0.0 0.15
C -2.265555 0.197140 3.922557 0.0 0.0 0.1 -0.05
C -2.722378 1.563976 -0.276749 -0.2 0.0 0.0 -0.16
C -0.266152 -1.021387 3.372066 0.0 -0.1 0.1 -0.16
C 1.661045 -2.076308 -1.611593 0.0 0.2 -0.1 -0.34
O -0.606509 1.003372 -1.232643 0.2 0.1 0.2 -0.36
C -2.203192 -1.405808 -0.771788 -0.2 0.1 -0.2 -0.22
Tc 0.557020 0.169400 -0.186520 0.2 -0.2 0.2 1.46
C -0.264937 -1.570808 4.650013 0.0 0.0 0.0 -0.01
C -1.144745 2.704247 -3.238863 0.1 0.0 0.0 -0.01
H -5.655100 1.302080 1.392640 0.0 0.0 0.0 0.11
C -2.631402 3.684992 -4.857017 0.0 0.0 0.0 -0.07
H -2.797699 4.348523 -5.693851 0.0 0.0 0.0 0.11
H -2.333944 3.888883 2.151929 0.0 0.0 0.0 0.12
C -3.992394 1.112961 0.059709 0.0 0.0 0.0 -0.02
H -4.681588 3.065273 -4.734458 0.0 0.0 0.0 0.11
H -3.033722 0.898889 3.631486 0.0 0.0 0.0 0.09
N 0.554267 -5.209241 -1.505735 -0.1 -0.2 0.0 0.15
As 4.116831 1.137885 0.116666 0.0 0.0 0.0 -0.29
C 4.724701 -1.763388 4.113002 0.0 0.0 0.0 -0.06
C -2.800677 3.104960 1.572297 0.0 0.0 0.0 -0.06
C -1.272050 -0.134528 3.013908 0.0 0.0 0.0 -0.02
H 4.645787 -3.855386 3.663559 0.0 0.0 0.0 0.11
C -4.664420 1.655979 1.144790 0.0 0.0 0.0 -0.05
H -0.147357 2.610779 -2.832472 0.0 0.0 0.0 0.11
H -0.538930 4.114131 -4.728122 0.0 0.0 0.0 0.11
C -2.132148 2.569694 0.483518 0.0 0.0 0.0 -0.03
H -3.323420 -0.480059 -2.319292 0.0 0.0 0.0 0.12
H -4.313463 1.581167 -2.822882 0.0 0.0 0.0 0.12
H -4.596232 3.079404 2.744854 0.0 0.0 0.0 0.11
H 0.209821 -3.570775 2.241508 0.0 0.1 0.0 0.14
C 0.789782 -1.506346 2.410701 0.3 0.0 -0.5 -0.35
C -2.024035 1.046560 -1.514329 0.4 -0.2 -0.1 -0.38
C 4.049163 -0.549121 4.062442 0.0 0.0 0.0 -0.06
N 1.452710 -0.907301 -1.486480 -0.2 -0.2 -0.2 -0.04
S 4.815102 0.009943 -1.614375 0.0 -0.1 0.0 0.15
H 2.242622 0.454657 3.503624 0.0 0.0 0.0 0.13
C -2.322510 -0.406138 -1.896533 -0.2 0.0 0.0 -0.04
H -1.252779 -1.684192 6.541755 0.0 0.0 0.0 0.11
H -4.052612 -3.844587 0.674594 0.0 0.0 0.0 0.13
C 4.122421 -2.910274 3.627490 0.0 0.0 0.0 -0.06
H 0.526942 -2.245833 4.947413 0.0 0.0 0.0 0.13
H -4.476440 0.344507 -0.527531 0.0 0.0 0.0 0.11
H -1.309202 0.324328 2.031945 0.0 0.0 0.0 0.08
C -4.070586 2.652153 1.902513 0.0 0.0 0.0 -0.08
C 2.846233 -2.851945 3.079169 0.0 0.0 0.0 -0.04
H 5.721932 -1.809023 4.526828 0.0 0.0 0.0 0.11
C 2.770528 -0.492936 3.538366 0.0 0.1 0.0 -0.03
C -2.269962 -0.365549 5.189968 0.0 0.0 0.0 -0.06
N 2.029193 -3.239714 -1.781914 0.4 0.1 -0.1 0.15
S 4.241273 -1.037695 0.201119 0.0 -0.1 0.0 0.12
O 1.019015 -0.516536 1.358415 -0.5 0.6 -0.1 -0.36
C 2.166204 -1.644912 3.035395 -0.1 -0.1 0.0 -0.21

***

11
Properties=species:S:1:pos:R:3:forces:R:3:lowdin_charge:R:1 method="wB97M-V/def2-TZVPD" e_lumo_ev=-0.22 total_energy_ha=-720.4907 homo_energy_ha=-0.3801 gap_ev=10.1
O 2.482525 1.654535 0.011820 -0.5 -0.3 -0.2 0.04
C 0.948202 0.137778 1.065210 -0.5 -0.5 -0.5 -0.04
S 0.210966 1.190626 -1.301295 0.1 -0.2 0.2 1.03
C -0.924736 0.038975 -0.445815 0.2 0.4 -0.1 -0.56
N -1.688532 -1.936758 -1.967645 0.4 0.9 0.6 0.17
C -0.229159 -0.436541 0.801088 0.9 0.4 0.3 -0.08
H -0.683251 -1.195503 1.420602 -0.2 0.0 0.0 0.12
C 1.440028 1.055409 0.000717 0.4 0.4 0.5 -0.68
H 1.581259 -0.069041 1.920922 -0.1 0.1 -0.1 0.12
H -1.815540 0.612095 -0.186028 -0.1 -0.1 0.1 0.12
C -1.321763 -1.051575 -1.319575 -0.6 -1.2 -0.7 -0.25

***

19
Properties=species:S:1:pos:R:3:forces:R:3:lowdin_charge:R:1 method="wB97M-V/def2-TZVPD" e_lumo_ev=1.15 total_energy_ha=-310.9782 homo_energy_ha=-0.3526 gap_ev=10.7
C 0.655790 -2.157634 -0.680083 0.0 0.0 0.0 -0.11
H 0.795631 0.293721 1.071313 0.1 0.1 -0.1 0.10
H 1.066912 3.122442 -0.217947 -0.1 -0.2 0.0 0.14
C 1.344754 1.104616 0.592267 0.1 -0.1 0.3 -0.13
H -2.288389 -1.516183 1.109603 0.2 0.0 -0.1 0.05
C 0.596465 2.141597 -0.118297 -0.1 0.2 0.1 -0.35
H 0.650316 -2.942774 -1.445730 0.0 0.1 0.1 0.07
O 1.277548 1.113213 -0.828824 0.0 0.0 -0.2 -0.07
C -0.906649 2.126365 -0.187152 0.0 -0.1 0.0 -0.04
C -1.264249 -1.818900 0.906724 0.1 0.0 -0.2 -0.03
H -1.335200 2.741023 0.612483 0.1 -0.1 -0.1 0.08
C -0.743044 -1.758288 -0.317311 -0.1 0.0 0.2 -0.26
H -0.684349 -2.188559 1.751206 -0.1 0.0 -0.1 0.06
H -1.360580 -1.385783 -1.135888 0.1 0.0 0.1 0.10
H -1.274153 1.101109 -0.078425 0.0 0.2 0.0 0.06
H 2.325366 1.328431 1.011494 -0.1 0.0 -0.1 0.11
H 1.195627 -1.296473 -1.091364 -0.1 -0.2 0.0 0.06
H -1.252986 2.525068 -1.146839 0.1 -0.1 0.1 0.08
H 1.201190 -2.532993 0.192770 -0.1 0.1 -0.1 0.08

***

90
Properties=species:S:1:pos:R:3:forces:R:3:mulliken_spin:R:1 method="wB97M-V/def2-TZVPD" e_lumo_ev="1.50 / 1.86" charge=-1 spin_multiplicity=2 total_energy_ha=-7056.4643 homo_energy_ha="-0.1951 / -0.1951" gap_ev="6.8 / 7.2"
H 5.292022 4.409541 2.508086 0.0 0.0 0.0 0.00
C 1.352224 2.018848 -1.150914 0.0 0.0 0.1 0.00
H -3.657838 -3.700361 2.479949 0.0 0.0 0.0 0.00
H 1.644670 -3.318201 3.096013 0.0 0.0 0.0 0.00
O -1.710323 0.236614 -2.274727 -0.4 0.3 0.3 0.01
C -1.231956 0.807180 2.614660 0.1 0.0 0.0 0.02
C 0.072270 4.471692 -1.448506 0.0 0.0 0.1 -0.02
H -5.234341 -2.268193 0.066156 0.0 0.0 0.0 0.00
C 0.235886 -2.421285 -2.960095 0.0 0.0 0.0 0.00
C 4.832995 3.434320 2.406026 0.0 0.0 0.0 0.00
H -6.542407 0.970292 2.781885 0.0 0.0 0.0 0.00
C 4.147766 1.868940 -1.249389 0.0 0.0 0.0 0.00
H 3.880625 -0.265667 -0.972653 0.0 0.0 0.0 0.00
C 1.322167 2.058485 2.014534 0.0 0.0 0.0 0.00
C -3.115739 -2.773235 2.292360 0.0 0.0 0.0 0.00
H -2.169461 -2.774883 2.830312 0.0 0.0 0.0 0.00
C -4.494873 -2.912006 -0.403302 0.0 0.1 0.0 0.00
H -0.343602 -3.808358 -4.480207 0.0 0.0 0.0 0.00
C 1.433771 4.423454 -1.508163 0.0 0.0 0.0 0.03
H -0.451248 5.412344 -1.563517 0.0 0.0 0.0 0.00
C -3.364232 0.544455 3.849016 0.0 0.0 0.0 0.01
C 1.337889 -2.135492 1.341650 -0.1 0.0 0.0 -0.01
H -1.977775 -4.987390 0.473224 0.0 0.0 0.0 0.00
C -0.064950 2.086541 -1.050688 0.1 0.1 0.0 -0.11
H -4.429918 -2.693785 -1.465091 0.0 0.0 0.0 0.00
N 0.851853 0.859532 1.702408 -0.2 -0.1 -0.1 0.00
H 0.632280 -2.464842 -6.316910 0.0 0.0 0.0 0.00
C 0.858524 -1.213583 -2.661615 0.0 0.1 -0.1 0.00
H 2.013987 5.325765 -1.661635 0.0 0.0 0.0 0.00
C 2.405787 -2.922563 -0.658763 0.1 0.0 0.0 0.00
S -2.860514 -0.493861 -2.990022 0.1 0.0 0.0 0.00
H 1.783087 4.229260 2.280255 0.0 0.0 -0.1 0.00
H -3.712158 -1.921014 2.616045 0.0 0.0 0.0 0.00
H 3.557510 -4.716614 -0.471253 0.0 0.0 0.0 0.00
H 5.566305 0.125862 2.273688 0.0 0.0 0.0 0.00
O 0.647148 3.105961 2.196441 0.0 0.0 0.0 0.00
I -4.408639 5.522302 -2.809057 0.0 0.1 0.0 0.00
H 6.664833 2.344204 2.502394 0.0 0.0 0.0 0.00
C 5.587607 2.277398 2.402085 0.0 0.0 0.0 0.00
C -0.684574 3.299693 -1.203203 0.0 0.0 -0.1 0.07
C -5.461388 0.918475 2.744838 0.0 0.0 0.0 0.01
C 3.526489 3.078190 -1.395095 0.0 0.0 0.0 0.00
C -2.683453 0.791305 2.655475 0.0 0.1 -0.1 0.00
O -2.772551 1.420864 0.386736 0.0 0.0 -0.2 -0.02
C 2.654992 -4.152520 1.393997 0.0 0.0 0.0 0.00
S -4.593666 0.039638 -2.034399 0.1 0.1 -0.1 0.00
C -4.744133 0.589158 3.895785 0.0 0.0 0.0 -0.01
H 3.098797 0.016870 2.030827 0.0 0.0 0.0 0.00
C 2.931509 -3.998699 0.043795 0.0 0.0 0.0 0.00
As -2.787152 -2.614004 0.409064 0.2 -0.1 -0.2 0.00
I -4.562801 2.683307 -2.419483 0.1 -0.2 0.0 0.00
H 4.113203 3.980204 -1.527367 0.0 0.0 0.0 0.00
H 1.846347 0.504925 -3.494212 0.0 0.0 0.0 0.00
C 3.441896 3.370596 2.284607 0.0 0.0 0.0 0.00
C 3.598698 0.971402 2.143736 0.0 0.0 0.0 0.00
H -5.265116 0.385837 4.822107 0.0 0.0 0.0 0.00
C 0.164669 -2.877508 -4.264529 0.0 0.0 0.0 0.00
H -0.694023 0.842248 3.560926 0.0 0.0 0.0 0.00
C 2.814135 2.121428 2.142793 0.0 0.0 0.0 0.00
C 2.113467 3.188613 -1.358195 0.0 0.0 0.0 -0.01
P 0.850776 -0.589243 -0.948654 0.0 0.3 0.1 -0.05
C 1.386338 -0.451790 -3.700708 0.0 0.0 0.0 0.00
H -1.763953 3.396738 -1.135576 0.0 0.0 0.0 0.00
O 2.745403 4.515583 2.307281 0.0 0.0 0.0 0.00
H 3.058984 -4.995527 1.940676 0.0 0.0 0.0 0.00
H -4.728440 -3.963444 -0.222152 0.0 0.0 0.0 0.00
V -1.372505 0.673182 -0.412419 0.2 -0.9 0.1 1.08
H 1.710675 -0.296427 -5.809164 0.0 0.0 0.0 0.00
H -0.640319 -3.846980 0.148404 0.0 0.0 0.0 0.00
C 1.308325 -0.904942 -5.009526 0.0 0.0 0.0 0.00
C -3.419284 1.128280 1.513335 0.0 0.1 0.0 0.00
H 0.738388 -1.394354 1.852129 0.0 0.0 0.0 0.01
C -4.810997 1.204336 1.559046 0.0 -0.1 0.0 -0.01
H -0.221481 -2.997486 -2.168005 0.0 0.0 0.0 0.00
H -2.791676 0.309216 4.739312 0.0 0.0 0.0 0.00
C -1.674569 -4.100633 -0.083145 0.0 0.0 0.0 0.00
C 3.385096 0.693165 -1.074198 0.0 0.0 0.0 0.00
N -0.533257 0.818049 1.544037 0.1 0.1 0.0 0.00
H 2.628164 -2.822452 -1.713423 0.0 0.0 0.0 0.00
H -5.340688 1.487863 0.659282 0.0 0.0 0.0 0.00
O -2.711315 -1.927691 -2.791567 -0.1 -0.1 0.2 0.00
C 0.703953 -2.119731 -5.293283 0.0 0.0 0.0 0.00
C 1.860155 -3.214659 2.039459 0.0 0.0 0.0 0.00
C 4.975514 1.033040 2.273822 0.0 0.0 0.0 0.00
O -2.882454 -0.040145 -4.349585 0.0 -0.1 0.0 0.00
H 5.228474 1.808289 -1.262255 0.0 0.0 0.0 0.00
C 2.023314 0.777266 -1.024174 0.1 -0.1 -0.1 0.01
H -1.780933 -4.285891 -1.150532 0.0 0.1 0.0 0.00
C 1.603034 -1.977962 -0.020078 -0.1 0.0 0.0 -0.01
O -1.941294 -1.217328 0.142777 0.0 0.1 0.1 -0.01

***

12
Properties=species:S:1:pos:R:3:forces:R:3:lowdin_charge:R:1 method="wB97M-V/def2-TZVPD" e_lumo_ev="-1.29 / -0.48" total_energy_ha=-504.8887 homo_energy_ha="-0.3230 / -0.3315" gap_ev="7.5 / 8.5"
O 2.643746 -0.452631 0.010269 1.5 0.8 -0.2 0.03
C 0.427925 1.128391 -0.082092 1.0 -0.3 -0.8 -0.29
C -1.917836 -0.369077 0.018967 -2.5 -2.9 -0.4 0.07
H 1.551517 1.354605 -0.082820 -1.8 0.3 0.4 0.18
F -0.273444 1.515034 1.018888 0.3 1.0 0.4 0.06
H -2.146152 0.597931 0.288791 0.6 2.2 0.3 0.07
C 1.575270 -0.996842 0.013520 -0.4 -4.7 1.0 -0.27
O -0.789314 -0.989868 -0.002201 -0.5 -0.2 -0.5 0.07
C 0.343509 -0.360093 -0.099758 1.0 2.3 -0.4 -0.22
F -0.157367 1.783424 -1.162366 0.2 -0.6 0.6 0.04
H 1.527828 -2.192104 0.219627 -0.1 2.1 -0.6 0.17
H -2.785679 -1.018774 -0.140822 0.6 0.0 0.2 0.10